1.
Density functional theory data (wB97M-V/def2-TZVPD) for 2 unconnected molecules or ions with the total composition C42H37F3N6O7S at a distorted geometry.

The geometry in ORCA input format:
```
! RIJCOSX wB97M-V def2-TZVPD def2/J DEFGRID3
* xyz 0 1
C 0.17005 -4.60812 3.06268
C -0.10179 -3.78089 1.84506
C 0.93487 -3.08469 1.23045
C 0.69398 -2.23636 0.14888
C 1.79264 -1.45521 -0.50145
C -0.61441 -2.12024 -0.30889
N -0.88827 -1.13078 -1.30723
C -0.89806 -1.35770 -2.67036
C -0.14875 -2.42580 -3.30449
C 0.71681 -2.02325 -4.33957
C 1.66282 -2.90743 -4.83803
C 1.70646 -4.22165 -4.35144
C 0.79089 -4.65576 -3.38368
C -0.14141 -3.76278 -2.85877
N -1.50475 -0.38083 -3.28946
N -1.79307 0.58000 -2.31608
C -2.89127 1.43625 -2.65388
C -3.99866 0.86583 -3.32710
C -4.18245 -0.59012 -3.59236
C -4.96336 1.72271 -3.83893
C -4.86883 3.10367 -3.67108
C -5.93569 3.97972 -4.25789
C -3.73323 3.64723 -3.06443
C -2.71939 2.83583 -2.56217
C -1.45807 3.45317 -2.07270
C -1.30443 0.16250 -1.10716
C -0.71257 0.87298 0.06020
O 0.21993 1.70043 -0.06592
C -1.18095 0.38736 1.38328
C -2.62852 0.25500 1.63444
C -0.20802 0.05329 2.38176
C 1.20496 0.12982 2.16783
C 2.12129 -0.36912 3.08710
C 1.67728 -0.97807 4.25796
C 0.30314 -1.01775 4.53436
C -0.61564 -0.50630 3.62857
C -1.65822 -2.90031 0.19758
C -3.02611 -2.93379 -0.41579
C -1.38945 -3.69187 1.31397
H -0.73014 -5.15653 3.35260
H 0.97139 -5.33103 2.87310
H 0.48746 -3.98724 3.91058
H 1.95484 -3.16395 1.62129
H 1.49515 -0.40570 -0.62750
H 2.68924 -1.47019 0.13410
H 2.04959 -1.84633 -1.49834
H 0.65556 -0.99110 -4.68118
H 2.36719 -2.57267 -5.60017
H 2.44334 -4.92358 -4.74258
H 0.80971 -5.68626 -3.02196
H -0.84570 -4.07955 -2.09405
H -5.15068 -0.72281 -4.09212
H -3.41679 -0.96185 -4.28268
H -4.18604 -1.21118 -2.68712
H -5.82050 1.31540 -4.38365
H -6.10454 4.86871 -3.64080
H -5.67248 4.31637 -5.27268
H -6.87795 3.42236 -4.32555
H -3.63906 4.73319 -2.99203
H -1.12863 4.20725 -2.79809
H -1.61656 3.96885 -1.11974
H -0.65162 2.73247 -1.93918
H -2.93569 0.97066 2.41553
H -3.23764 0.47677 0.74313
H -2.85533 -0.75985 2.00593
H 1.56921 0.57554 1.24078
H 3.20083 -0.29675 2.87978
H 2.40137 -1.43402 4.93064
H -0.04621 -1.45852 5.46582
H -1.68596 -0.56218 3.85336
H -3.67593 -3.54908 0.22194
H -3.49535 -1.94323 -0.48854
H -3.02834 -3.39256 -1.41708
H -2.20147 -4.26419 1.77351
O 2.27070 2.06662 5.34171
S 2.27891 3.19153 4.43888
O 1.05385 3.78804 3.96733
C 3.24770 4.55826 5.31007
F 2.46912 5.10048 6.25983
F 4.34931 4.04320 5.89801
F 3.60613 5.51098 4.42306
C 3.24644 2.70502 2.99218
C 2.68966 2.76816 1.68717
C 3.51140 2.36049 0.64500
N 3.13436 2.02260 -0.65779
O 2.24343 2.37117 -1.40169
O 4.17248 1.17107 -1.12472
N 5.18358 1.04334 -0.19803
C 4.80022 1.82006 0.85340
C 5.34269 1.77473 2.19109
N 6.59290 1.11917 2.49883
O 7.49474 0.99862 1.65856
O 6.70335 0.69530 3.67770
C 4.52125 2.19536 3.24380
H 1.68463 3.10722 1.47720
H 4.88112 2.12442 4.26606
*
```

Computed properties:
* E_tot: -86404.5771 eV
* LUMO: -1.94 eV
* relative energy (zero: lowest compared OMol25 entry of this formula, charge and spin): 0.000 eV
* HOMO: -0.21922 Eh
* HOMO-LUMO gap: 4.0 eV

2.
Density functional theory data (wB97M-V/def2-TZVPD) for a molecular structure, C42H37HfN7O6PS at a distorted geometry.

The geometry in ORCA input format:
```
! RIJCOSX wB97M-V def2-TZVPD def2/J DEFGRID3
* xyz 1 1
Hf 0.11296 -0.43235 0.31460
N -2.00551 3.14586 2.02521
C -1.54385 1.92942 1.65231
S 0.18403 1.68701 1.72113
N -2.45088 1.07909 1.25277
N -1.97008 -0.16876 0.85387
C -2.90021 -1.02130 0.59215
C -2.70643 -2.43186 0.29966
C -3.84689 -3.20531 0.01321
C -3.75801 -4.56155 -0.19834
C -2.50555 -5.18115 -0.09953
C -1.37509 -4.44688 0.19067
C -1.45124 -3.06621 0.38541
O -0.35196 -2.37710 0.63987
H -1.37917 3.79398 2.46464
H -2.99672 3.26026 2.15161
H -3.91970 -0.65582 0.67143
H -4.81120 -2.70651 -0.03467
H -4.64452 -5.14312 -0.41667
H -2.41967 -6.25113 -0.25477
H -0.39987 -4.91860 0.25943
O 3.41649 -2.94241 -3.98793
C 2.18775 -3.41467 -4.13060
O 1.90988 -4.29045 -4.90633
C 1.11960 -2.83170 -3.26530
C -0.18035 -3.26613 -3.33395
N -0.89179 -2.54018 -2.45915
N -0.15228 -1.63664 -1.82990
C 1.07840 -1.80325 -2.30708
C 2.14052 -0.90291 -1.77529
O 3.28518 -0.95773 -2.17757
O 1.72011 -0.08255 -0.84792
H 3.43426 -2.19394 -3.34955
H -0.61266 -4.04535 -3.94447
H -1.87469 -2.61279 -2.24984
C 3.31222 -5.10391 3.22056
N 3.22649 -3.83209 2.50371
N 2.21597 -2.92197 2.70813
C 2.31517 -1.95740 1.74997
O 1.52554 -0.93989 1.73656
C 3.40087 -2.28658 0.92922
C 3.92872 -3.45939 1.42377
C 5.05854 -4.28431 0.90981
C 1.48925 -2.84700 3.95010
C 2.19115 -2.85661 5.14906
C 1.49750 -2.76556 6.34709
C 0.11427 -2.64164 6.34241
C -0.57216 -2.61259 5.13648
C 0.11093 -2.72309 3.93327
H 2.43576 -5.22479 3.84614
H 4.19982 -5.13554 3.84885
H 3.34733 -5.92056 2.50483
H 3.78293 -1.70906 0.10050
H 5.55742 -3.75755 0.10106
H 4.70067 -5.24225 0.52332
H 5.78789 -4.49268 1.69604
H 3.27449 -2.91517 5.14785
H 2.04308 -2.77284 7.28272
H -0.42563 -2.56682 7.27902
H -1.65033 -2.51129 5.12837
H -0.41258 -2.71743 2.98887
C -4.44193 3.67445 -3.01625
C -4.45811 2.80366 -1.94223
C -3.27907 2.18308 -1.52789
C -2.08230 2.42960 -2.19222
C -2.07584 3.31140 -3.27768
C -3.24525 3.93042 -3.68280
P -0.50182 1.61800 -1.69550
C 0.00731 1.02694 -3.37481
C 1.24245 1.27019 -3.96540
C 1.55833 0.72538 -5.21027
C 0.64321 -0.06536 -5.87930
C -0.60405 -0.30573 -5.30430
C -0.91555 0.23402 -4.06747
C 0.58148 3.05286 -1.30623
C -0.01217 4.26095 -0.93784
C 0.76549 5.35239 -0.57495
C 2.14995 5.25549 -0.57234
C 2.74982 4.04973 -0.90342
C 1.97306 2.95205 -1.25263
H -5.35666 4.15780 -3.33865
H -5.38561 2.60442 -1.41695
H -3.29331 1.52693 -0.67012
H -1.15069 3.51673 -3.80377
H -3.22712 4.61471 -4.52284
H 1.97323 1.89516 -3.47595
H 2.52876 0.92556 -5.64963
H 0.88939 -0.48891 -6.84655
H -1.33616 -0.90988 -5.82947
H -1.89574 0.05140 -3.63660
H -1.08972 4.35881 -0.92910
H 0.28480 6.28310 -0.29467
H 2.75786 6.11259 -0.30530
H 3.82895 3.95426 -0.87975
H 2.46569 2.00818 -1.43324
*
```

Computed properties:
* E_tot: -88302.7117 eV
* LUMO: -2.85 eV
* relative energy (zero: lowest compared OMol25 entry of this formula, charge and spin): 0.836 eV
* HOMO: -0.39247 Eh
* HOMO-LUMO gap: 7.8 eV

3.
Density functional theory data (wB97M-V/def2-TZVPD) for a molecular structure, C42H38Cl3N5OP2S2Sn.

The geometry in ORCA input format:
```
! RIJCOSX wB97M-V def2-TZVPD def2/J DEFGRID3
* xyz 0 1
Sn -0.44072 -0.50037 0.24743
C -1.67667 -0.70604 3.91877
N -1.17011 -1.60261 2.87390
C -2.13866 -2.61854 2.48636
C -2.97527 -2.15256 1.33649
N -2.90883 -0.95590 0.81135
C -3.88771 -0.92092 -0.17947
C -4.29421 0.11381 -1.01520
C -5.30251 -0.15610 -1.92051
C -5.90224 -1.41844 -1.99503
C -5.52472 -2.45029 -1.15638
C -4.52038 -2.17036 -0.24072
N -3.92735 -2.92047 0.75855
C -1.14771 0.69314 3.82063
N -1.19912 1.42540 2.74280
C -0.69319 2.66416 3.10227
C -0.58553 3.83866 2.36581
C -0.05735 4.94627 2.99723
C 0.35172 4.90040 4.33614
C 0.22760 3.75061 5.09229
C -0.31490 2.64235 4.45438
N -0.62233 1.36773 4.88460
H -2.75958 -0.64629 3.79459
H -1.46758 -1.11050 4.91712
H -0.29776 -2.02116 3.16529
H -1.62926 -3.52625 2.17734
H -2.79981 -2.87473 3.32776
H -3.82543 1.08451 -0.94846
H -5.63558 0.62177 -2.59523
H -6.68629 -1.58299 -2.72244
H -5.98257 -3.42889 -1.21856
H -4.04778 -3.90574 0.90825
H -0.90915 3.87183 1.33611
H 0.03117 5.87265 2.44433
H 0.77094 5.79252 4.78299
H 0.52383 3.72408 6.13337
H -0.48680 1.00913 5.81248
Cl 2.12096 -6.82932 -3.38454
C 1.31053 -5.64648 -2.40451
C 1.59998 -4.30543 -2.57015
C 0.94410 -3.36606 -1.80259
Cl 1.31183 -1.69837 -2.02600
C -0.04487 -3.69546 -0.83739
O -0.66926 -2.81847 -0.10400
C -0.29575 -5.08831 -0.74070
Cl -1.49733 -5.64034 0.38410
C 0.36365 -6.04990 -1.48346
H 2.33893 -3.99445 -3.29520
H 0.13076 -7.09617 -1.34782
S 1.67714 1.67730 -0.86698
P 0.27069 1.83661 -2.24083
S -1.21467 0.45450 -2.16373
C -0.51894 3.48949 -2.23418
C 0.23102 4.60134 -1.86444
C -0.34152 5.86364 -1.89516
C -1.66398 6.01948 -2.28597
C -2.41136 4.91090 -2.65701
C -1.84171 3.64644 -2.63515
C 0.98257 1.79124 -3.92306
C 0.33242 1.15504 -4.97317
C 0.89454 1.17330 -6.24142
C 2.09987 1.82289 -6.46130
C 2.74558 2.46498 -5.41314
C 2.18791 2.45041 -4.14515
H 1.25698 4.46467 -1.54246
H 0.24390 6.73204 -1.61959
H -2.11446 7.00375 -2.29173
H -3.44056 5.03052 -2.97121
H -2.41419 2.77521 -2.92587
H -0.60712 0.65029 -4.78923
H 0.39231 0.67541 -7.06109
H 2.54275 1.82073 -7.44915
H 3.68703 2.97019 -5.58731
H 2.68419 2.94184 -3.31699
C 3.65667 0.93282 2.39777
P 2.35907 -0.36952 2.49288
C 2.73069 -0.97503 4.21261
C 3.16620 -1.73205 1.57422
C 4.12557 -1.51038 0.59178
C 4.68464 -2.57951 -0.09490
C 4.27317 -3.87605 0.16836
C 3.29286 -4.10522 1.12391
C 2.74226 -3.04025 1.81633
H 4.65873 0.51358 2.49572
H 3.47951 1.64196 3.20725
H 3.55738 1.46798 1.45383
H 3.70135 -1.46968 4.24480
H 1.96559 -1.67549 4.55026
H 2.73036 -0.11669 4.88574
H 4.43592 -0.50313 0.34533
H 5.44223 -2.39507 -0.84632
H 4.70636 -4.70833 -0.37154
H 2.96158 -5.11584 1.32894
H 1.96781 -3.22745 2.55395
*
```

Computed properties:
* E_tot: -137320.7951 eV
* LUMO: 0.24 eV
* relative energy (zero: lowest compared OMol25 entry of this formula, charge and spin): 0.000 eV
* HOMO: -0.27170 Eh
* HOMO-LUMO gap: 7.6 eV